The following is a DFT calculation (wB97M-V/def2-TZVPD) of a molecular structure, C4H11BiO3 in a non-equilibrium geometry.

```
19
C4H11BiO3 | OMol25 | wB97M-V/def2-TZVPD
Bi -1.19 -1.27 -0.39
O 0.96 -1.17 0.01
O -1.38 0.80 -0.67
O -1.19 -0.39 1.47
C -2.10 1.57 -1.61
C 1.18 -0.35 1.16
C 0.03 -0.56 2.13
C 1.89 -0.95 -1.03
H 1.18 0.70 0.82
H -3.17 1.30 -1.60
H 0.13 -1.55 2.61
H 1.64 -1.63 -1.85
H 2.91 -1.18 -0.68
H 2.15 -0.61 1.61
H 1.86 0.09 -1.38
H -1.37 1.01 0.46
H -1.70 1.36 -2.61
H 0.15 0.18 2.95
H -2.00 2.64 -1.39
```

Results
E_tot: -598.96633 Ha
Highest occupied orbital energy (spin up / spin down): -10.180 / -14.758 eV
Strongest force on any atom: 4.94 eV/Å
Net charge: +1
2S+1: 2
ΔE to the lowest compared entry with this formula, charge and spin: 21.4 kcal per mole
Gap between HOMO and LUMO (spin up / spin down): 6.1 / 10.7 eV